(1)
{"formula": "C4H8ClIS", "method": "wB97M-V/def2-TZVPD", "de_lowest_kj_mol": 198.6, "e_tot_ev": -35732.9818, "fmax_ha_per_bohr": 0.098, "total_charge": 0, "homo_lumo_gap_ha": 0.3274, "elements": ["C", "C", "C", "C", "S", "Cl", "I", "H", "H", "H", "H", "H", "H", "H", "H"], "coordinates": [[1.473, -0.183, -0.862], [0.140, 1.173, 1.847], [-1.507, -0.590, -1.229], [0.322, -0.798, -0.117], [-0.287, -0.539, 1.555], [0.338, -2.567, -0.127], [-2.981, 0.446, -0.143], [1.007, 0.807, -1.239], [1.663, -0.784, -1.657], [2.255, -0.087, -0.140], [-0.256, 1.541, 2.738], [-0.365, 1.901, 1.084], [1.126, 1.395, 2.040], [-1.231, -0.032, -2.240], [-1.695, -1.684, -1.511]]}

(2)
{"formula": "C5H4N2O", "method": "wB97M-V/def2-TZVPD", "de_lowest_kj_mol": 271.3, "e_tot_ev": -10273.9508, "smiles": "C=C1C=NC=NC1=O", "fmax_ha_per_bohr": 0.105, "total_charge": 0, "homo_lumo_gap_ha": 0.2847, "elements": ["C", "C", "C", "N", "C", "N", "C", "O", "H", "H", "H", "H"], "coordinates": [[1.745, 0.849, 0.162], [0.592, 0.200, -0.166], [-0.527, 1.034, -0.308], [-1.748, 0.625, -0.066], [-1.934, -0.736, 0.189], [-0.948, -1.647, 0.097], [0.337, -1.339, -0.023], [1.291, -2.020, -0.237], [1.705, 2.047, 0.343], [2.618, 0.233, 0.572], [-0.140, 2.031, -0.377], [-2.992, -1.276, -0.185]]}